Entry 1:
C4H17NO6 | ωB97M-V with the def2-TZVPD basis set

The energy relative to the best compared isomer or geometry (same formula, charge and spin) is 2.046 eV. As for the HOMO energy: -9.70 eV. As for the total charge: 0. The SMILES is CN(C=O)CCO.O.O.O.O. The calculated total energy comes out at -18197.433 eV.

Last column: natural (NBO) charge in e.
Geometry (Å):
C (-0.515, -0.442, -1.788)  0.529
N (-0.802, 0.504, -0.729)  -0.501
C (-2.177, 1.051, -0.840)  -0.447
C (-0.561, -0.133, 0.630)  -0.254
C (0.190, -1.453, 0.720)  -0.120
O (1.313, -1.480, -0.133)  -0.764
O (-1.284, -0.794, -2.653)  -0.595
H (0.535, -0.685, -1.990)  0.167
H (-2.068, 1.915, -0.192)  0.224
H (-2.265, 1.361, -1.887)  0.222
H (-2.917, 0.274, -0.801)  0.202
H (-1.586, -0.048, 1.048)  0.213
H (0.072, 0.573, 1.177)  0.190
H (0.522, -1.740, 1.749)  0.180
H (-0.313, -2.376, 0.376)  0.238
H (2.108, -1.011, 0.158)  0.503
H (0.678, 1.864, -0.929)  0.493
H (1.047, 3.289, -0.921)  0.468
O (1.089, 2.528, -0.326)  -0.971
H (3.124, 1.376, 0.122)  0.501
H (3.988, 0.393, -0.737)  0.479
O (3.477, 0.477, 0.080)  -0.970
H (-2.076, -3.715, -1.030)  0.480
H (-2.504, -2.263, -0.747)  0.474
O (-2.158, -3.055, -0.325)  -0.946
H (1.242, 0.455, 3.191)  0.465
H (0.718, 1.872, 3.074)  0.469
O (1.122, 1.264, 3.703)  -0.931

=====

Entry 2:
C4H17NO6 | ωB97M-V with the def2-TZVPD basis set

The energy relative to the best compared isomer or geometry (same formula, charge and spin) is 2.385 eV. As for the HOMO energy: -9.11 eV. As for the total charge: 0. The SMILES is O=CCCNCO.O.O.O.O. The calculated total energy comes out at -18197.094 eV.

Last column: natural (NBO) charge in e.
Geometry (Å):
C (0.730, -1.097, -1.259)  -0.228
C (0.011, -2.354, -0.705)  -0.530
C (-0.050, -2.328, 0.828)  0.470
O (-0.872, -1.603, 1.330)  -0.573
N (1.666, -0.582, -0.239)  -0.690
C (1.270, 0.536, 0.645)  0.089
O (1.376, 1.836, 0.068)  -0.754
H (-0.020, -0.351, -1.600)  0.226
H (1.346, -1.278, -2.141)  0.218
H (-1.021, -2.202, -1.050)  0.222
H (0.362, -3.335, -1.099)  0.215
H (0.619, -2.986, 1.452)  0.126
H (2.658, -0.610, -0.393)  0.371
H (1.980, 0.522, 1.477)  0.164
H (0.209, 0.328, 0.700)  0.184
H (2.254, 2.076, -0.258)  0.469
H (-1.163, 0.997, -2.889)  0.486
H (0.057, 1.974, -2.919)  0.484
O (-0.197, 1.049, -2.998)  -0.964
H (1.003, -0.357, 3.104)  0.479
H (-0.479, 0.211, 3.414)  0.486
O (0.461, 0.380, 3.375)  -0.960
H (-1.897, 0.811, -1.334)  0.461
H (-2.291, 2.155, -0.718)  0.507
O (-2.319, 1.655, -1.543)  -0.963
H (-2.566, 1.075, 1.520)  0.477
H (-1.110, 1.615, 1.723)  0.489
O (-2.019, 1.863, 1.508)  -0.961

=====

Entry 3:
C4H18IO7 | ωB97M-V with the def2-TZVPD basis set

The energy relative to the best compared isomer or geometry (same formula, charge and spin) is 5.725 eV. As for the HOMO energy: -5.06 eV. As for the total charge: -1. The calculated total energy comes out at -26870.251 eV.

Last column: natural (NBO) charge in e.
Geometry (Å):
I (4.521, -14.892, -29.140)  -0.363
O (5.992, -17.444, -28.801)  -0.965
H (6.068, -16.526, -29.062)  0.453
H (5.859, -17.413, -27.853)  0.474
O (3.884, -17.014, -27.286)  -0.978
H (4.126, -16.284, -27.857)  0.419
H (4.034, -16.685, -26.400)  0.452
O (2.894, -14.374, -26.562)  -0.981
H (2.866, -13.479, -26.225)  0.465
H (3.372, -14.305, -27.388)  0.458
C (7.564, -11.204, -29.057)  -0.076
C (7.291, -12.704, -29.295)  -0.103
O (6.085, -12.955, -29.998)  -0.786
O (6.600, -10.642, -28.226)  -0.717
H (7.752, -10.599, -29.944)  0.151
H (8.461, -11.086, -28.449)  0.163
H (7.092, -13.277, -28.390)  0.184
H (8.211, -13.102, -29.724)  0.142
H (5.713, -13.789, -29.704)  0.371
H (5.786, -10.515, -28.718)  0.468
C (5.609, -14.227, -26.304)  -0.130
C (7.094, -14.608, -26.671)  -0.106
O (7.199, -15.299, -27.897)  -0.790
O (5.090, -13.154, -27.052)  -0.795
H (5.444, -14.038, -25.243)  0.178
H (4.894, -15.044, -26.405)  0.182
H (7.477, -15.335, -25.956)  0.182
H (7.607, -13.646, -26.688)  0.165
H (6.654, -14.918, -28.589)  0.463
H (4.829, -13.485, -27.915)  0.420

=====

Entry 4:
C4H18N8O5 | ωB97M-V with the def2-TZVPD basis set

The energy relative to the best compared isomer or geometry (same formula, charge and spin) is 0.801 eV. As for the HOMO energy: -9.06 eV. As for the total charge: 0. The SMILES is NC(N)=O.NC(N)=O.NC(N)=O.NC(N)=O.O. The calculated total energy comes out at -26602.013 eV.

Last column: natural (NBO) charge in e.
Geometry (Å):
O (-0.154, 0.295, -0.654)  -1.004
H (-0.446, 1.189, -0.936)  0.503
H (0.316, 0.450, 0.176)  0.482
C (1.324, 0.072, 2.726)  0.753
O (1.577, 1.164, 2.210)  -0.670
N (0.124, -0.494, 2.769)  -0.836
N (2.217, -0.628, 3.485)  -0.859
H (-0.755, -0.025, 2.645)  0.415
H (0.059, -1.455, 3.054)  0.383
H (3.095, -0.129, 3.467)  0.421
H (2.038, -1.515, 3.908)  0.399
C (3.266, -2.502, -0.450)  0.767
O (3.698, -2.427, -1.599)  -0.651
N (3.096, -3.607, 0.310)  -0.839
N (2.781, -1.385, 0.164)  -0.848
H (2.829, -3.548, 1.273)  0.377
H (3.637, -4.415, 0.044)  0.402
H (2.306, -1.415, 1.043)  0.371
H (2.666, -0.608, -0.467)  0.418
C (-1.757, 3.205, -0.553)  0.774
O (-1.011, 2.797, -1.450)  -0.686
N (-3.112, 3.188, -0.678)  -0.836
N (-1.301, 3.864, 0.522)  -0.828
H (-3.724, 3.554, 0.025)  0.393
H (-3.459, 2.793, -1.533)  0.413
H (-1.916, 4.288, 1.194)  0.384
H (-0.384, 3.651, 0.884)  0.417
C (-2.504, -1.013, -3.071)  0.772
O (-3.156, -1.249, -4.082)  -0.667
N (-1.159, -1.320, -2.967)  -0.866
N (-2.942, -0.321, -2.001)  -0.861
H (-0.691, -1.706, -3.766)  0.400
H (-0.608, -0.832, -2.279)  0.411
H (-2.298, -0.282, -1.229)  0.405
H (-3.653, 0.361, -2.186)  0.393

=====

Entry 5:
C4H18NO3 | ωB97M-V with the def2-TZVPD basis set

The energy relative to the best compared isomer or geometry (same formula, charge and spin) is 2.521 eV. As for the HOMO energy: -13.97 eV. As for the total charge: +1. The calculated total energy comes out at -12064.844 eV.

Last column: natural (NBO) charge in e.
Geometry (Å):
C (0.219, -1.395, -0.186)  -0.190
C (-1.130, -1.204, -0.860)  -0.462
C (-2.322, -1.769, -0.046)  -0.395
C (-2.672, -1.221, 1.320)  -0.625
N (1.356, -0.182, -0.182)  -0.723
H (0.105, -1.571, 0.944)  0.226
H (0.812, -2.160, -0.772)  0.224
H (-1.329, -0.048, -1.143)  0.243
H (-1.217, -1.789, -1.751)  0.237
H (-3.241, -1.540, -0.848)  0.218
H (-2.374, -2.862, 0.054)  0.220
H (-1.750, -1.105, 1.906)  0.185
H (-3.386, -1.772, 1.974)  0.243
H (-3.019, -0.158, 1.156)  0.216
H (1.144, 0.439, -0.982)  0.481
H (2.349, -0.583, 0.005)  0.459
H (1.217, 0.363, 0.684)  0.430
H (2.462, -1.334, -2.833)  0.482
H (3.387, -0.260, -2.910)  0.497
O (2.711, -0.603, -2.246)  -0.973
H (0.414, 3.138, 3.003)  0.516
H (1.800, 2.716, 2.397)  0.501
O (0.882, 2.820, 2.166)  -0.944
H (0.262, 2.943, 0.856)  0.506
H (-0.295, 3.169, -0.677)  0.479
O (-0.018, 2.435, -0.065)  -1.053

=====

Entry 6:
C4H18NO6S | ωB97M-V with the def2-TZVPD basis set

The energy relative to the best compared isomer or geometry (same formula, charge and spin) is 1.827 eV. As for the HOMO energy: -3.85 eV. As for the total charge: -1. The calculated total energy comes out at -29050.901 eV.

Last column: natural (NBO) charge in e.
Geometry (Å):
C (-0.332, 0.957, -0.049)  -0.507
C (-1.109, 0.710, 1.306)  -0.507
S (-2.532, -0.539, 1.124)  -0.746
C (0.324, 2.367, 0.077)  0.708
N (1.704, 2.668, 0.332)  -0.653
C (2.420, 1.722, 1.105)  -0.421
O (-0.188, 3.397, -0.220)  -0.651
H (0.402, 0.246, -0.193)  0.222
H (-0.901, 1.004, -1.045)  0.222
H (-0.519, 0.131, 2.044)  0.199
H (-1.453, 1.701, 1.777)  0.200
H (1.832, 3.724, 0.430)  0.394
H (2.610, 0.888, 0.546)  0.209
H (1.747, 1.400, 1.922)  0.178
H (3.421, 2.090, 1.355)  0.195
H (2.083, -2.042, 0.571)  0.495
H (2.126, -2.034, -0.793)  0.449
O (2.694, -1.889, -0.134)  -0.960
H (-3.433, -1.675, -1.181)  0.489
H (-2.025, -1.445, -1.316)  0.490
O (-2.656, -2.152, -1.554)  -0.991
H (0.003, -2.093, 1.854)  0.472
H (-0.209, -3.116, 0.836)  0.499
O (0.431, -2.489, 1.154)  -0.996
H (-0.555, 1.716, -3.631)  0.467
H (-0.631, 3.059, -2.805)  0.488
O (-0.045, 2.568, -3.468)  -0.954
H (-1.721, -3.980, -0.742)  0.498
H (-1.986, -3.006, 0.445)  0.521
O (-1.504, -3.887, 0.250)  -1.006

=====

Entry 7:
C4H18NO6S | ωB97M-V with the def2-TZVPD basis set

The energy relative to the best compared isomer or geometry (same formula, charge and spin) is 0.000 eV. The spin multiplicity is 2. As for the HOMO energy (alpha / beta): -9.98 / -9.91 eV. As for the total charge: 0. The calculated total energy comes out at -29048.429 eV.

Last column: Mulliken spin population.
Geometry (Å):
C (-0.480, -1.118, 1.280)  0.029
C (-1.505, -1.644, 0.307)  -0.065
S (-1.038, -1.302, -1.448)  0.979
C (-1.125, -0.666, 2.596)  -0.003
N (-0.595, 0.427, 3.247)  -0.001
C (-0.252, 1.608, 2.377)  0.000
O (-1.919, -1.379, 3.172)  0.001
H (0.235, -1.811, 1.709)  -0.001
H (0.108, -0.318, 0.850)  -0.019
H (-1.856, -2.654, 0.462)  0.006
H (-2.456, -1.083, 0.309)  0.054
H (-0.983, 0.805, 4.095)  0.000
H (0.498, 1.424, 1.615)  0.000
H (-0.068, 2.471, 3.006)  0.000
H (-1.167, 1.785, 1.791)  0.000
H (2.848, 1.901, -1.097)  0.000
H (3.209, 0.861, -0.069)  0.000
O (3.036, 1.794, -0.167)  0.000
H (-0.853, 1.259, -3.913)  0.001
H (0.030, 1.786, -2.852)  0.001
O (-0.067, 1.812, -3.814)  0.000
H (1.502, 0.044, -2.341)  -0.001
H (2.474, -0.869, -1.469)  -0.002
O (2.327, 0.007, -1.853)  -0.002
H (-3.296, 0.096, -2.678)  -0.006
H (-1.873, 0.832, -2.630)  -0.004
O (-2.799, 0.902, -2.831)  0.026
H (1.255, -2.325, -0.113)  -0.003
H (2.611, -2.479, 0.634)  -0.001
O (2.200, -2.166, -0.176)  0.008

=====

Entry 8:
C4H18NO8 | ωB97M-V with the def2-TZVPD basis set

The energy relative to the best compared isomer or geometry (same formula, charge and spin) is 1.033 eV. The spin multiplicity is 2. As for the HOMO energy (alpha / beta): -10.68 / -10.67 eV. As for the total charge: 0. The calculated total energy comes out at -22307.260 eV.

Last column: Mulliken spin population.
Geometry (Å):
O (0.722, 0.065, -2.122)  0.012
C (0.847, -0.769, -1.242)  -0.002
N (-0.146, -1.664, -1.025)  0.021
C (-1.584, -1.694, -1.501)  -0.027
O (-2.328, -1.794, -0.405)  0.815
C (2.009, -0.962, -0.204)  0.001
C (2.605, 0.436, 0.086)  0.000
O (3.255, 0.437, 1.337)  0.000
H (-0.158, -2.241, -0.194)  0.000
H (-1.581, -2.562, -2.198)  0.080
H (-1.906, -0.779, -2.002)  0.084
H (1.588, -1.455, 0.676)  0.001
H (2.642, -1.718, -0.681)  0.000
H (3.427, 0.557, -0.633)  0.000
H (1.842, 1.233, -0.086)  0.000
H (2.620, 0.229, 2.034)  0.000
H (-1.994, 1.559, -1.378)  0.001
H (-2.211, 0.255, -0.593)  0.008
O (-2.477, 1.180, -0.633)  0.005
H (0.339, -0.040, 2.393)  0.000
H (-0.142, -1.214, 2.933)  0.000
O (0.670, -0.676, 3.050)  0.000
H (-0.946, 1.883, 2.103)  0.000
H (-1.972, 1.891, 1.063)  0.001
O (-1.745, 2.382, 1.884)  0.000
H (0.868, 1.871, -2.478)  0.000
H (0.794, 2.870, -1.478)  0.000
O (1.035, 2.835, -2.416)  0.000
H (-2.765, -0.702, 2.129)  0.000
H (-1.804, -1.380, 1.129)  -0.004
O (-1.818, -0.860, 1.962)  0.007

=====

Which of these has the highest energy relative to the best compared isomer or geometry (same formula, charge and spin)? C4H18IO7